# 1
Density functional theory data (ωB97M-V/def2-TZVPD) for C31H82O11Zn as an isolated structure at a distorted geometry.

Geometry as ORCA input:
```
! RIJCOSX wB97M-V def2-TZVPD def2/J DEFGRID3
* xyz 0 1
Zn 2.63464 -2.62667 -4.55471
C 1.49351 -6.38752 -1.57443
C 1.81844 -6.95639 -2.95570
O 1.92685 -5.99249 -3.89908
H 1.41420 -7.14171 -0.79148
H 0.50273 -5.93338 -1.58843
H 2.25421 -5.66325 -1.28311
H 1.06899 -7.70227 -3.22045
H 2.68470 -7.61783 -2.94182
C 0.66011 -0.22354 0.36415
C 0.75738 -0.04919 -1.14995
O 2.04152 -0.31793 -1.71340
H 1.55266 -0.01793 0.95507
H 0.48017 -1.27955 0.56555
H -0.22785 0.12933 0.88866
H 0.42339 0.97701 -1.30315
H 0.01674 -0.68714 -1.63222
C 1.34900 4.76243 -5.57957
C 2.61345 4.02210 -6.04774
C 3.58808 4.81817 -6.75703
O 3.30890 3.63578 -4.92178
H 0.68517 4.02718 -5.12476
H 0.78362 5.21355 -6.39500
H 1.63188 5.44933 -4.78192
H 2.37560 3.23645 -6.76487
H 4.45199 4.22667 -7.06017
H 3.84559 5.69241 -6.15911
H 3.19914 5.32557 -7.63984
H 2.99514 2.76247 -4.67586
C 5.75935 4.13154 6.32104
C 5.44319 4.86388 5.02747
C 4.35991 4.25352 4.12692
O 5.31776 6.22531 5.38219
H 6.57267 4.68098 6.79509
H 6.17375 3.19877 5.93854
H 4.87901 4.06586 6.96040
H 6.37300 4.86559 4.45865
H 4.55645 3.22934 3.80985
H 4.13187 4.92629 3.30019
H 3.51852 4.29425 4.81865
H 5.95240 6.44851 6.06704
C -4.56073 2.29287 -7.81435
C -3.53406 1.30954 -7.23644
C -3.69840 0.91362 -5.72556
O -3.41881 0.15195 -8.02094
H -4.64006 3.12049 -7.10949
H -5.54164 1.81819 -7.83903
H -4.24712 2.58889 -8.81541
H -2.58913 1.83871 -7.35969
H -3.35523 1.63207 -4.98114
H -3.10001 0.01672 -5.56558
H -4.73810 0.59848 -5.63709
H -4.20822 -0.33505 -7.77344
C 9.30988 -2.23823 -1.22195
C 8.09178 -1.34267 -1.24914
C 7.93513 -0.53330 0.10167
O 8.16448 -0.53298 -2.39875
H 10.21009 -1.74933 -0.84953
H 9.55002 -2.87415 -2.07402
H 9.09941 -3.04998 -0.52563
H 7.19529 -1.94362 -1.40169
H 8.83220 0.06787 0.24987
H 7.78252 -1.25081 0.90789
H 7.05420 0.10863 0.10155
H 7.58849 0.21133 -2.20940
C -5.39127 -2.07092 1.54006
C -5.97654 -3.14488 2.47833
C -4.97922 -3.50546 3.62608
O -7.23804 -2.76887 2.99009
H -6.09182 -1.85610 0.73310
H -4.39081 -2.37348 1.23082
H -5.30681 -1.12593 2.07669
H -6.09295 -4.02131 1.84082
H -4.09925 -4.08692 3.35102
H -5.51819 -4.21024 4.25924
H -4.65425 -2.61835 4.16972
H -7.62073 -3.56099 3.37441
C -5.04950 3.40155 6.79425
C -4.84923 2.46280 5.51482
C -3.47587 1.67712 5.45694
O -5.92813 1.58679 5.62426
H -4.90073 4.37617 6.32940
H -4.33701 3.19279 7.59230
H -6.03749 3.43119 7.25370
H -4.98163 2.93463 4.54119
H -2.62085 2.34422 5.56656
H -3.40379 1.05696 4.56346
H -3.47416 1.04230 6.34300
H -6.10426 1.06642 4.83698
C -1.46439 6.08905 0.59081
C -1.46997 7.56669 0.31083
C -0.21920 8.36007 -0.18132
O -2.43928 7.84510 -0.57637
H -0.62543 5.78154 1.21506
H -1.44538 5.51832 -0.33763
H -2.36908 5.82369 1.13782
H -1.70469 8.06439 1.25173
H 0.58927 8.36282 0.54976
H -0.51202 9.40454 -0.28830
H 0.28251 8.00821 -1.08275
H -3.12828 8.12070 0.03266
C 1.21704 -6.12527 6.21825
C 1.92915 -4.77731 6.39234
C 1.48971 -3.74356 5.39055
O 1.76018 -4.22659 7.63943
H 0.13059 -6.05742 6.27406
H 1.45382 -6.86995 6.97818
H 1.48429 -6.66648 5.31063
H 2.98176 -4.97318 6.18801
H 0.45555 -3.84528 5.06148
H 2.09217 -3.91400 4.49831
H 1.45980 -2.72520 5.77801
H 2.45505 -3.56825 7.71254
C -4.29988 -5.47557 -3.07576
C -4.41809 -6.77459 -3.80730
C -4.35468 -6.65893 -5.35052
O -3.45344 -7.66053 -3.41894
H -5.21643 -4.89228 -3.16415
H -3.57919 -4.77415 -3.49616
H -4.22690 -5.59772 -1.99509
H -5.31521 -7.33273 -3.53939
H -3.56547 -5.96247 -5.63370
H -5.27350 -6.27889 -5.79712
H -4.04654 -7.60728 -5.79070
H -2.68159 -7.35128 -3.89875
*
```

Values from the calculation:
HOMO energy in eV: -7.82
Relative energy (zero: lowest compared OMol25 entry of this formula, charge and spin) in kcal/mol: 0.0
Kohn-Sham gap in eV: 2.7725
Molar mass in g/mol: 696.38
LUMO level in hartree: -0.185


# 2
Density functional theory data (ωB97M-V/def2-TZVPD) for C31H86N12O11 as an isolated structure at a distorted geometry.

Geometry as ORCA input:
```
! RIJCOSX wB97M-V def2-TZVPD def2/J DEFGRID3
* xyz 0 1
C 2.66677 -2.96041 -0.26091
O 3.35666 -4.00949 -0.25344
N 2.27028 -2.38935 -1.36155
N 2.18186 -2.32331 0.76044
H 1.96715 -1.42723 -1.31104
H 2.61882 -2.75547 -2.23594
H 1.56318 -1.52531 0.73690
H 2.33459 -2.77806 1.64924
C -0.32370 -2.80094 1.86441
O -1.48970 -2.50556 1.94965
N 0.71166 -2.43649 2.56877
N 0.09969 -3.67417 0.96853
H 0.41163 -2.10001 3.47257
H 1.55778 -2.95590 2.38334
H 1.07356 -3.94186 0.96351
H -0.55270 -4.26841 0.47722
C 0.79253 -0.34383 0.03107
O 0.85552 -0.93090 -1.04053
N -0.08781 -0.54831 0.88872
N 1.78998 0.39053 0.42719
H -0.75416 -1.28966 0.72599
H -0.07966 -0.23515 1.84890
H 2.59898 0.30085 -0.17078
H 1.77231 0.74335 1.37340
C -7.15826 2.65663 2.48247
O -6.10903 3.15353 1.68839
C -5.21190 3.99841 2.39170
C -3.78215 3.56433 1.90389
N -3.35818 2.34825 2.63629
C -1.88519 2.09369 2.32440
C -1.51537 0.62810 2.24759
O -2.36141 -0.18338 1.33742
C -2.17509 0.21373 -0.03279
H -7.81136 1.97213 1.94116
H -7.83328 3.47366 2.73723
H -6.78820 2.33314 3.45536
H -5.25468 4.03705 3.48018
H -5.41977 5.02858 2.10252
H -3.00170 4.31892 2.00187
H -3.87807 3.49017 0.82064
H -3.84621 1.65150 2.09180
H -1.21894 2.49629 3.08738
H -1.59107 2.49606 1.35502
H -1.49500 0.27325 3.27801
H -0.47213 0.56960 1.93722
H -3.05051 -0.09421 -0.60456
H -1.27920 -0.20985 -0.48674
H -2.22978 1.29468 -0.16182
C 4.02302 -1.09098 -3.17505
O 4.11758 0.16728 -2.51640
C 3.18852 1.07652 -2.99043
C 1.87883 1.07140 -2.23580
N 1.01601 2.01751 -2.90752
C -0.38487 2.01983 -2.47967
C -0.58510 2.30712 -0.94419
O -0.16062 3.66235 -0.64301
C -0.25567 4.26136 0.63008
H 4.95416 -1.64317 -3.04786
H 3.74915 -1.15355 -4.22822
H 3.28216 -1.65201 -2.60542
H 3.11371 0.99739 -4.07497
H 3.75724 2.00250 -2.90546
H 2.12392 1.35574 -1.21248
H 1.66390 0.00374 -2.28077
H 1.28461 2.84664 -2.39712
H -0.77009 1.00020 -2.47244
H -1.12731 2.55559 -3.07115
H -0.20780 1.51261 -0.30039
H -1.65119 2.43109 -0.75399
H 0.36452 5.15120 0.73807
H 0.04062 3.52450 1.37664
H -1.29741 4.56385 0.73673
C -1.33791 -1.52336 4.42467
C -0.18900 -0.70712 4.98611
C 0.85710 -0.08186 3.98402
O 0.16760 0.69638 3.05137
C 0.95403 1.84177 2.69649
N -0.80113 0.41443 5.74146
H -2.01511 -0.95294 3.78897
H -1.99240 -2.09416 5.08340
H -0.94422 -2.25335 3.71739
H 0.40758 -1.34183 5.64134
H 1.27804 -0.90913 3.41258
H 1.52356 0.45080 4.66239
H 1.77790 2.04605 3.38031
H 0.24164 2.65784 2.81743
H 1.21965 1.88686 1.64032
H -0.04950 0.78396 6.30593
H -1.06212 1.13974 5.08883
C 3.84148 0.29931 1.77764
C 3.77084 0.73159 0.31429
C 5.13666 1.22068 -0.24169
O 5.48593 2.40217 0.56223
C 6.37648 3.19037 -0.18499
N 3.38200 -0.46987 -0.51195
H 4.61043 -0.43891 2.00533
H 2.90646 -0.05602 2.21076
H 4.24511 1.12765 2.35993
H 3.02376 1.49267 0.08906
H 5.12668 1.39972 -1.31683
H 5.89680 0.45929 -0.06688
H 6.47467 4.15378 0.31529
H 6.06793 3.52112 -1.17671
H 7.35614 2.72247 -0.28215
H 4.04023 -1.22497 -0.38285
H 3.32668 -0.36872 -1.51534
C 0.84561 -1.37874 -4.47659
C -0.27118 -1.75759 -3.44719
C -0.06738 -3.21827 -2.76767
O 0.08140 -4.27048 -3.67987
C -1.13626 -4.94096 -4.20724
N -0.31826 -0.56451 -2.56647
H 0.61929 -0.57392 -5.17596
H 0.99717 -2.15330 -5.22838
H 1.85291 -1.38007 -4.06011
H -1.18811 -1.81303 -4.03394
H -0.87774 -3.52451 -2.10613
H 0.83059 -3.18842 -2.15053
H -1.43385 -5.71026 -3.49471
H -0.80056 -5.39897 -5.13764
H -1.94550 -4.23455 -4.39228
H -1.09299 -0.73809 -1.94215
H 0.50022 -0.49269 -1.97908
C -2.92218 0.42901 -2.79834
C -3.60602 -0.95538 -2.52392
C -3.04791 -1.72216 -1.30276
O -1.62574 -1.89638 -1.41155
C -0.93915 -2.55713 -0.35070
N -5.00773 -0.74575 -2.40220
H -3.10643 0.84401 -3.78926
H -1.83565 0.42965 -2.71157
H -3.21828 1.15753 -2.04356
H -3.47184 -1.55739 -3.42263
H -3.52533 -2.68494 -1.12052
H -3.33818 -1.11958 -0.44209
H -0.84722 -2.17134 0.66458
H 0.05659 -2.81263 -0.71308
H -1.15235 -3.62263 -0.26485
H -5.41367 -1.65240 -2.58461
H -5.42494 -0.06845 -3.02454
*
```

Values from the calculation:
HOMO energy in eV: -6.39
Relative energy (zero: lowest compared OMol25 entry of this formula, charge and spin) in kcal/mol: 1135.3
Kohn-Sham gap in eV: 6.5230
Molar mass in g/mol: 803.10
LUMO level in hartree: 0.005


# 3
Density functional theory data (ωB97M-V/def2-TZVPD) for a 10-piece molecular cluster, C31H89N13O10 overall at a distorted geometry.

Geometry as ORCA input:
```
! RIJCOSX wB97M-V def2-TZVPD def2/J DEFGRID3
* xyz 1 2
C -3.84588 -0.85663 2.55429
O -2.90998 -0.57705 1.82896
N -4.31876 -0.15282 3.47836
N -4.46051 -2.03314 2.45561
H -3.89379 0.76109 3.54370
H -5.25568 -0.38598 3.77488
H -5.26404 -2.20081 3.04411
H -4.10592 -2.77109 1.86418
C -0.03047 0.68208 -0.43075
O 0.94213 0.60176 -1.07385
N -0.57459 -0.19466 0.38050
N -0.84702 1.68169 -0.47672
H -1.33562 -0.04143 1.02661
H -0.03597 -1.04807 0.33957
H -1.76681 1.67519 -0.05953
H -0.63106 2.40664 -1.14597
C 1.99715 -3.54503 -0.05628
O 1.35123 -3.42454 1.00424
N 2.13866 -2.63020 -0.95135
N 2.59789 -4.70153 -0.29518
H 2.27681 -2.87207 -1.92219
H 1.86288 -1.68967 -0.70755
H 3.05911 -4.80882 -1.18730
H 2.70388 -5.34757 0.47391
C -5.22357 -0.03738 -0.67706
C -5.14603 0.99400 -1.77773
C -4.80775 2.38612 -1.27522
O -5.19650 3.45549 -2.10388
C -4.74623 4.80619 -1.73870
N -4.21455 0.56572 -2.81490
H -5.13424 -1.06085 -1.04124
H -6.12553 -0.00762 -0.06577
H -4.33572 0.13229 -0.06793
H -6.15305 0.89866 -2.18385
H -3.71872 2.34137 -1.28576
H -4.96542 2.45237 -0.19872
H -5.58902 5.20775 -1.17607
H -4.60094 5.38878 -2.64841
H -3.77083 4.95614 -1.27586
H -4.64588 -0.25247 -3.22062
H -3.44153 0.22264 -2.26278
C 1.40365 2.70279 4.35357
C 0.08876 2.57368 5.15318
C -1.15543 2.02646 4.42860
O -1.60329 3.05010 3.63071
C -2.59339 2.73801 2.70635
N 0.42683 1.89354 6.40403
H 1.73336 1.72630 3.99878
H 2.11871 3.26216 4.95680
H 1.22814 3.35482 3.49791
H -0.21260 3.59621 5.38060
H -1.85910 1.53286 5.09891
H -0.82044 1.09734 3.96752
H -2.85048 3.55890 2.03692
H -3.51638 2.26771 3.04550
H -2.25085 2.03583 1.94627
H 0.51513 2.49470 7.21082
H -0.50254 1.64214 6.70929
C -2.80049 -4.01640 -2.79770
C -2.68098 -3.13842 -1.56413
C -1.60638 -3.52786 -0.64079
O -2.00671 -4.90453 -0.31929
C -1.12056 -5.64274 0.54844
N -2.45910 -1.77106 -2.03588
H -3.26868 -4.94961 -2.48462
H -1.86135 -4.13380 -3.33839
H -3.43972 -3.57524 -3.56247
H -3.62330 -3.14323 -1.01630
H -1.54259 -3.06483 0.34392
H -0.61466 -3.50509 -1.09253
H -1.25702 -6.72358 0.51281
H -1.39987 -5.49906 1.59221
H -0.09862 -5.34533 0.31331
H -2.62301 -1.87973 -3.02655
H -1.50472 -1.47415 -1.89059
C 2.08618 0.32952 -5.87023
C 2.27869 -0.21328 -4.44246
C 3.30096 0.52033 -3.59307
O 4.62312 0.62946 -4.11492
C 5.20865 -0.64090 -4.32486
N 0.92506 -0.15747 -3.82486
H 1.54960 -0.41302 -6.46083
H 3.05755 0.36920 -6.36316
H 1.63874 1.32272 -5.83228
H 2.54176 -1.26912 -4.50646
H 3.27686 0.13085 -2.57531
H 2.95717 1.55379 -3.54994
H 4.70778 -1.27839 -5.05344
H 5.30200 -1.19654 -3.39178
H 6.25572 -0.44165 -4.55303
H 0.51529 0.72558 -4.09397
H 1.13878 0.06136 -2.86229
C 6.68047 -1.19834 -0.39908
C 5.90554 -0.14229 0.37861
C 4.79573 -0.80816 1.14281
O 4.15325 0.15939 1.92612
C 3.11374 0.98018 1.18935
N 6.84873 0.37004 1.34353
H 7.11403 -2.00298 0.19479
H 7.46891 -0.72215 -0.98192
H 5.98821 -1.64401 -1.11340
H 5.56142 0.67624 -0.25359
H 5.16125 -1.50688 1.89533
H 4.04000 -1.35423 0.57821
H 3.01616 0.86962 0.10937
H 3.37400 2.00336 1.46039
H 2.09493 0.93960 1.57468
H 7.01616 -0.43680 1.92755
H 6.34771 0.89293 2.04756
C -1.88062 4.53562 -4.34328
C -0.55336 3.62367 -4.34632
C 0.41039 3.81469 -3.11583
O -0.45153 3.88230 -1.95998
C -0.62758 5.22500 -1.54944
N -0.93441 2.17959 -4.31527
H -2.57803 4.42223 -5.17326
H -1.61470 5.58385 -4.20690
H -2.45645 4.31198 -3.44522
H 0.02276 3.73233 -5.26523
H 0.98417 4.73554 -3.22026
H 1.11455 2.98590 -3.18909
H 0.23966 5.51204 -0.95480
H -1.46790 5.50438 -0.91391
H -0.55693 5.95257 -2.35799
H -1.11418 1.95704 -3.34664
H -1.84957 2.01633 -4.71016
C 0.89631 -4.42685 4.43734
C 0.17445 -3.08880 4.15640
C 1.04324 -1.79737 4.22769
O 1.72638 -1.68265 5.46309
C 2.86025 -0.88477 5.38577
N -0.58108 -3.26768 2.87333
H 0.71446 -5.14416 3.63702
H 0.32074 -4.93222 5.21285
H 1.96026 -4.28371 4.62610
H -0.64530 -3.02522 4.87198
H 0.48734 -0.94681 3.83321
H 1.76089 -1.98034 3.42793
H 3.53469 -1.18570 4.58409
H 3.45436 -0.93793 6.29807
H 2.51103 0.14688 5.34287
H -0.01565 -3.49741 2.06859
H -1.01267 -2.38375 2.64423
*
```

Values from the calculation:
HOMO energy (spin up / spin down) in eV: -10.56 / -10.56
Relative energy (zero: lowest compared OMol25 entry of this formula, charge and spin) in kcal/mol: 0.0
Kohn-Sham gap (spin up / spin down) in eV: 8.4240 / 3.2542
Molar mass in g/mol: 804.13
LUMO level (spin up / spin down) in hartree: -0.078 / -0.268